(1)
Molecular formula: C27H26N3O3PRuS2Te
Method: DFT, the ωB97M-V functional and the def2-TZVPD basis

Each line ends with the Mulliken spin population.
Geometry (Å):
Ru1 -0.4326 0.5092 0.4048  2.89
S1 0.3132 -2.2185 3.9094  0.03
C1 -1.4228 -2.1953 3.7615  0.00
C2 -2.3544 -2.7455 4.6275  0.00
C3 -3.6860 -2.7179 4.2592  0.00
C4 -4.0684 -2.1915 3.0248  0.00
C5 -3.1464 -1.6094 2.1794  0.00
C6 -1.8038 -1.5578 2.5635  0.00
N1 -0.7308 -1.0267 1.8686  0.03
C7 0.4309 -1.3703 2.4251  0.01
C8 1.6406 -1.0794 1.7021  0.07
C9 2.8965 -1.6073 2.0021  -0.02
C10 3.9537 -1.3596 1.1456  0.06
C11 3.7689 -0.5731 0.0140  -0.01
C12 2.5267 -0.0138 -0.2691  0.05
C13 1.4518 -0.2696 0.5650  -0.17
H1 -2.0384 -3.1953 5.5568  0.00
H2 -4.4316 -3.1410 4.9152  0.00
H3 -5.1009 -2.2602 2.7138  0.00
H4 -3.4508 -1.2607 1.2064  0.01
H5 3.0296 -2.2226 2.8815  0.00
H6 4.9198 -1.8000 1.3476  0.00
H7 4.5994 -0.3992 -0.6547  0.00
H8 2.4044 0.6003 -1.1531  -0.01
C14 -3.8288 3.4456 -2.8710  0.00
C15 -2.3517 3.7371 -2.6975  0.00
O1 -1.8274 2.7585 -1.7707  0.02
P1 -0.2863 2.3624 -1.6151  -0.03
O2 -0.1457 0.8804 -1.7860  0.11
Te1 0.3279 3.0284 0.6853  0.95
O3 0.5175 3.0948 -2.7323  0.00
C16 1.0665 4.4350 -2.7204  0.02
C17 2.5508 4.3734 -3.0017  0.00
H9 -4.2572 4.1317 -3.5979  0.00
H10 -4.3419 3.5673 -1.9183  0.00
H11 -3.9680 2.4272 -3.2289  0.00
H12 -2.2097 4.7363 -2.2795  0.00
H13 -1.8191 3.6544 -3.6458  0.00
H14 0.8660 4.9093 -1.7519  0.00
H15 0.5392 4.9866 -3.5002  0.00
H16 3.0766 3.8484 -2.2079  0.00
H17 2.9442 5.3825 -3.0714  0.00
H18 2.7319 3.8634 -3.9446  0.00
S2 -7.0291 0.7190 -0.2460  0.00
C18 -5.2540 0.7908 -0.0908  0.00
C19 -4.4304 0.2020 -1.0472  -0.01
C20 -3.0659 0.2014 -0.8331  0.03
N2 -2.5060 0.7856 0.2294  -0.03
C21 -3.2917 1.3702 1.1374  -0.01
C22 -4.6700 1.3763 1.0281  0.01
C23 -7.1819 1.8203 -1.6638  0.00
C24 -7.2034 3.1835 -1.4082  0.00
C25 -7.3981 4.0376 -2.4883  0.00
N3 -7.5414 3.5779 -3.7115  0.00
C26 -7.5200 2.2877 -3.9644  0.00
C27 -7.3384 1.3467 -2.9542  0.00
H19 -4.8412 -0.2762 -1.9232  0.00
H20 -2.3958 -0.2963 -1.5301  -0.02
H21 -2.7954 1.8418 1.9786  0.02
H22 -5.2820 1.8237 1.7956  0.00
H23 -7.1040 3.5685 -0.4050  0.00
H24 -7.4492 5.1104 -2.3559  0.00
H25 -7.6605 1.9907 -4.9952  0.00
H26 -7.3499 0.2902 -3.1735  0.00

Output
* gap between HOMO and LUMO (alpha / beta): 7.6 / 4.8 eV
* LUMO energy (alpha / beta): -6.33 / -9.08 eV
* molar mass: 764.301 g/mol
* expectation value of S²: 6.038
* spin multiplicity: 5
* charge: +2
* ΔE to the lowest compared entry with this formula, charge and spin: 50.0 kJ/mol

=====

(2)
Molecular formula: C27H27As3N3O8RuS7
Method: DFT, the ωB97M-V functional and the def2-TZVPD basis

Each line ends with the Mulliken spin population.
Geometry (Å):
Ru1 0.6892 -0.8014 0.1138  2.85
S1 2.6622 0.0310 4.2081  0.05
As1 2.5029 -1.3238 2.6652  0.01
S2 0.3534 -1.8902 2.0956  0.44
S3 2.8891 -0.4298 0.5958  0.30
S4 3.4917 -3.1918 2.7738  0.12
S5 -2.2519 -0.2094 -3.3681  0.07
C1 -1.1987 -0.3699 -2.1221  -0.01
S6 0.5283 -0.2758 -2.2251  0.06
S7 -1.6183 -0.6757 -0.4647  0.02
C2 0.4611 7.0844 -1.9799  0.00
O1 1.7595 6.4969 -1.8929  0.00
C3 2.0115 5.4215 -1.0895  0.01
O2 3.0880 4.8987 -1.1755  0.00
C4 0.8831 4.9212 -0.2554  -0.02
C5 0.3925 5.6056 0.7903  0.04
As2 -1.3980 5.3679 1.6391  0.04
C6 -0.7322 4.4962 3.2725  0.02
C7 -1.9160 3.8914 0.5288  0.40
C8 -1.0256 2.7882 0.4530  0.18
As3 0.4410 3.0210 -0.7749  0.10
C9 -0.3932 3.4518 -2.5086  0.02
C10 -0.7398 1.8766 1.5147  0.00
O3 0.3100 1.2588 1.6777  0.10
O4 -1.7266 1.5800 2.4294  0.02
C11 -3.1012 1.8187 2.1608  0.02
C12 -2.8279 4.2094 -0.5366  0.02
O5 -3.3270 5.2960 -0.8064  0.09
O6 -3.1833 3.0887 -1.2413  0.01
C13 -4.0267 3.3181 -2.3562  0.00
C14 1.0635 6.8203 1.3123  -0.01
O7 0.5227 7.7072 1.9363  0.00
O8 2.3816 6.8526 1.0294  0.00
C15 3.0686 8.0271 1.4402  0.00
H1 0.6015 8.0167 -2.5235  0.00
H2 0.0242 7.2957 -1.0061  0.00
H3 -0.2165 6.4377 -2.5379  0.00
H4 -0.1864 5.2576 3.8308  0.00
H5 -0.0725 3.6547 3.0702  0.00
H6 -1.5800 4.1616 3.8699  0.00
H7 -1.1482 4.2311 -2.4444  0.00
H8 -0.8306 2.5332 -2.9003  0.00
H9 0.4114 3.7746 -3.1731  -0.01
H10 -3.6415 1.1393 2.8218  0.00
H11 -3.3400 1.5980 1.1190  0.00
H12 -3.3921 2.8483 2.3767  0.00
H13 -4.1177 2.3568 -2.8570  0.00
H14 -3.5950 4.0606 -3.0305  0.00
H15 -5.0087 3.6761 -2.0391  0.00
H16 4.0695 7.9410 1.0256  0.00
H17 3.1137 8.0825 2.5286  0.00
H18 2.5710 8.9214 1.0650  0.00
N1 1.3334 -8.0763 0.3773  0.00
C16 0.9264 -9.3865 0.2733  0.00
C17 1.2444 -10.5331 0.9918  0.00
C18 0.6301 -11.7066 0.5948  0.00
C19 -0.2736 -11.7343 -0.4778  0.00
C20 -0.5877 -10.5885 -1.1828  0.00
C21 0.0224 -9.3953 -0.8005  0.00
N2 -0.1152 -8.1226 -1.3218  0.00
C22 0.6731 -7.3716 -0.5992  0.00
C23 0.8554 -5.9232 -0.7478  0.00
C24 -0.0860 -5.1680 -1.4415  0.00
C25 0.0613 -3.7932 -1.4618  -0.01
N3 1.0734 -3.1692 -0.8619  0.08
C26 2.0039 -3.8895 -0.2512  0.01
C27 1.9347 -5.2701 -0.1663  0.00
H19 1.9297 -7.6776 1.0806  0.00
H20 1.9381 -10.5119 1.8222  0.00
H21 0.8499 -12.6249 1.1246  0.00
H22 -0.7344 -12.6746 -0.7527  0.00
H23 -1.2892 -10.6016 -2.0064  0.00
H24 -0.9346 -5.6447 -1.9101  0.00
H25 -0.6709 -3.1549 -1.9446  0.01
H26 2.8056 -3.3543 0.2390  -0.01
H27 2.7143 -5.7761 0.3875  0.00

Output
* gap between HOMO and LUMO (alpha / beta): 5.6 / 4.7 eV
* LUMO energy (alpha / beta): 3.35 / 2.21 eV
* molar mass: 1071.831 g/mol
* expectation value of S²: 8.795
* spin multiplicity: 6
* charge: -2
* ΔE to the lowest compared entry with this formula, charge and spin: 50.1 kJ/mol

=====

(3)
Molecular formula: C27H27BCl2N3O4S
Method: DFT, the ωB97M-V functional and the def2-TZVPD basis

Each line ends with the Mulliken charge.
Geometry (Å):
N1 -0.7793 5.1862 1.4191  -0.69
C1 -1.5014 4.2812 1.1927  0.01
C2 -2.4192 3.2700 0.9215  1.44
C3 -2.4045 1.8119 0.9187  0.77
C4 -1.6012 0.7880 0.4118  0.20
N2 -0.9112 2.3575 3.8379  -0.61
C5 -3.9072 1.8447 1.0766  0.13
O1 -4.3624 -0.4155 1.4161  -0.51
C6 -4.8046 0.8273 1.3480  0.54
Cl1 -6.4368 1.0543 1.6091  -0.19
C7 -3.7453 4.1129 -2.5201  0.76
Cl2 -5.2718 3.8767 -2.6768  0.01
C8 -3.8378 3.2973 1.0528  -1.69
O2 -2.5956 4.2895 -2.3748  -0.25
C9 5.5946 -2.3907 1.4313  -0.79
C10 4.4355 -1.8398 1.2229  0.56
C11 4.5691 -2.0080 5.0016  -0.53
C12 3.5292 -1.3517 4.9885  -0.51
C13 2.1798 -0.3305 0.8097  -0.64
B1 1.1153 0.1664 1.7766  1.04
C14 0.2125 -0.9644 2.3054  0.90
C15 -0.3771 -1.9811 1.4772  -1.11
C16 -1.3907 -2.6201 2.2098  -0.27
C17 -4.7079 -3.7378 2.7894  -0.12
N3 -3.9172 -4.4141 1.7711  -0.44
C18 -4.3531 -4.6503 3.8093  -0.53
C19 -3.6007 -5.3854 2.8796  -0.35
C20 -1.4262 -2.0498 3.5260  -0.50
C21 -0.4614 -1.0062 3.5739  -1.73
O3 2.0594 0.5403 4.9433  -0.69
C22 0.8568 1.6658 2.0383  1.92
C23 0.1275 3.1975 4.3275  -0.58
C24 4.0045 2.2540 2.1987  -0.36
C25 0.1994 2.0895 3.1766  -1.22
C26 -1.2778 0.7368 -0.9111  -1.17
C27 1.5164 2.6851 1.1364  -0.89
O4 1.5219 2.2233 -0.2259  -0.50
S1 2.8421 -1.9189 0.9186  0.05
H1 5.7182 -3.4668 1.4666  0.37
H2 5.6498 -6.7024 -0.0385  -0.35
H3 6.4559 -1.7479 1.5512  0.19
H4 5.4673 -2.5804 5.0703  0.40
H5 2.5608 -0.4043 4.9961  0.31
H6 -0.1189 -2.1628 0.4378  0.39
H7 -2.0163 -3.4294 1.8388  0.60
H8 -0.1542 -6.3603 4.3199  -0.20
H9 -4.6047 -4.7758 4.8571  0.40
H10 -2.8481 -6.1688 2.9063  0.51
H11 -3.4079 -0.4959 1.1771  0.34
H12 -4.4748 -4.7961 1.0029  0.24
H13 -5.2331 -2.7933 2.7368  0.36
H14 -2.0551 -2.3929 4.3620  0.38
H15 -0.2022 -0.3785 4.4346  0.38
H16 0.1006 4.2603 4.0537  0.30
H17 0.5757 2.8967 5.2694  0.30
H18 2.6907 1.2738 4.8572  0.13
H19 4.6008 3.1742 2.4234  0.24
H20 4.6578 1.3694 2.4629  0.21
H21 2.7481 0.3412 0.1538  0.57
H22 -1.8158 1.4180 -1.5812  0.17
H23 -0.5306 0.0379 -1.2929  0.33
H24 -1.3117 0.0700 1.1870  0.14
H25 0.9719 3.6592 1.2266  0.53
H26 2.6465 2.8755 1.4989  0.00
H27 1.7246 2.9529 -0.8498  0.30

Output
* gap between HOMO and LUMO: 1.6 eV
* LUMO energy: -1.53 eV
* molar mass: 571.315 g/mol
* charge: -1
* ΔE to the lowest compared entry with this formula, charge and spin: 1183.2 kJ/mol

=====

(4)
Molecular formula: C27H27BF4IN5OSTi
Method: DFT, the ωB97M-V functional and the def2-TZVPD basis

Each line ends with the Mulliken spin population.
Geometry (Å):
Ti1 -0.4153 0.2758 0.3060  0.99
C1 1.7553 -3.4110 -4.3505  0.00
C2 1.0972 -3.9700 -3.0893  0.00
N1 1.8611 -3.6251 -1.9210  0.04
C3 3.0320 -4.4146 -1.6299  0.04
C4 2.6572 -5.7272 -0.9331  0.00
C5 1.2552 -3.0178 -0.8236  0.02
S1 -0.4287 -3.0951 -0.6564  0.05
N2 2.0867 -2.5709 0.0829  0.05
C6 1.8546 -1.6117 0.9908  0.30
O1 1.0872 -0.6036 0.7538  0.01
C7 2.6104 -1.6893 2.2187  0.02
C8 3.4436 -2.7899 2.4976  0.14
C9 4.1359 -2.8562 3.6844  -0.12
C10 4.0170 -1.8424 4.6297  0.22
C11 3.1783 -0.7612 4.3749  -0.09
C12 2.4859 -0.6810 3.1908  0.12
H1 1.1679 -3.6760 -5.2276  0.00
H2 2.7657 -3.7971 -4.4728  0.00
H3 1.8098 -2.3295 -4.2840  0.00
H4 0.9732 -5.0579 -3.1929  0.00
H5 0.1053 -3.5285 -2.9720  0.00
H6 3.6642 -3.8195 -0.9703  -0.02
H7 3.5796 -4.6099 -2.5556  0.00
H8 2.0111 -5.4919 -0.0924  0.00
H9 3.5363 -6.2496 -0.5637  0.00
H10 2.1122 -6.3844 -1.6076  0.00
H11 3.5215 -3.5741 1.7595  0.05
H12 4.7734 -3.7084 3.8938  -0.01
H13 4.5710 -1.8934 5.5582  0.03
H14 3.0641 0.0150 5.1210  -0.01
H15 1.8256 0.1520 2.9896  0.05
N3 -2.5577 -1.0332 -1.6095  0.00
C13 -1.4305 -0.7141 -2.3283  -0.03
C14 -1.3731 -0.8635 -3.7031  0.00
C15 -0.2035 -0.5215 -4.3915  0.01
C16 0.8906 -0.0982 -3.6327  0.00
C17 0.7750 0.0105 -2.2701  0.02
N4 -0.3880 -0.2251 -1.6011  0.05
H16 -3.1605 -1.7132 -2.0509  0.00
H17 -2.3403 -1.2620 -0.6339  0.03
H18 -2.2295 -1.2605 -4.2260  0.00
H19 -0.1341 -0.6330 -5.4641  0.00
H20 1.8384 0.1270 -4.1080  0.00
H21 1.6309 0.2805 -1.6590  0.00
I1 -4.0683 0.9877 0.5532  0.00
C18 -2.0299 1.6347 0.0463  -0.01
H22 -1.9064 2.5065 0.7060  0.00
H23 -2.1679 2.0443 -0.9666  0.00
N5 0.8458 1.0605 9.3276  0.01
C19 0.4513 0.7419 8.2851  0.00
C20 -0.0270 0.3763 7.0294  0.02
C21 -0.8611 1.2541 6.3055  -0.01
C22 -1.2849 0.9260 5.0461  0.03
C23 -0.8961 -0.2849 4.4391  -0.03
C24 -0.1066 -1.1819 5.1852  0.03
C25 0.3216 -0.8611 6.4478  -0.01
C26 -1.1717 -0.5036 3.0749  0.08
C27 -1.3343 -0.6315 1.8669  -0.08
H24 -1.1501 2.1952 6.7570  0.00
H25 -1.9035 1.6080 4.4794  0.00
H26 0.1879 -2.1182 4.7285  0.00
H27 0.9463 -1.5508 7.0036  0.00
F1 0.1189 3.9774 0.9388  0.00
B1 0.8821 2.8424 0.9177  0.02
F2 0.7192 2.1987 -0.3530  0.00
F3 0.3967 1.9062 1.8525  0.01
F4 2.1969 3.1293 1.1251  0.00

Output
* gap between HOMO and LUMO (alpha / beta): 3.6 / 6.3 eV
* LUMO energy (alpha / beta): 4.11 / 4.10 eV
* molar mass: 731.189 g/mol
* expectation value of S²: 2.033
* spin multiplicity: 3
* charge: -2
* ΔE to the lowest compared entry with this formula, charge and spin: 234.9 kJ/mol